[1]
ORCA calculation (wB97M-V/def2-TZVPD) on a structure of composition C28H66F18MgN3O23S6 in a non-equilibrium geometry.

HOMO energy = -0.2705 hartree
orbital gap = 0.1915 hartree
net charge = -1

Atoms and positions in Å:
1 Mg 1.752 -1.428 2.330
2 C 0.417 6.110 -0.053
3 F -0.348 7.032 0.520
4 F 1.407 5.787 0.787
5 F -0.329 5.025 -0.244
6 S 1.110 6.783 -1.659
7 O 1.071 8.202 -1.512
8 O 2.403 6.219 -1.825
9 N -0.026 6.431 -2.816
10 S 0.114 4.884 -3.231
11 O 0.800 4.001 -2.315
12 O -1.125 4.341 -3.734
13 C 1.172 5.045 -4.749
14 F 2.443 5.277 -4.491
15 F 1.078 3.903 -5.458
16 F 0.678 6.015 -5.537
17 C 7.079 -1.985 -3.300
18 F 7.411 -3.041 -2.525
19 F 7.392 -0.890 -2.636
20 F 7.808 -2.060 -4.413
21 S 5.254 -2.173 -3.721
22 O 4.961 -1.491 -4.945
23 O 5.050 -3.592 -3.708
24 N 4.580 -1.554 -2.375
25 S 4.565 0.052 -2.332
26 O 4.674 0.406 -0.925
27 O 5.344 0.817 -3.246
28 C 2.828 0.458 -2.832
29 F 2.586 0.020 -4.060
30 F 1.947 -0.133 -1.996
31 F 2.610 1.767 -2.799
32 C -1.753 -2.495 3.249
33 F -2.696 -3.422 3.166
34 F -2.307 -1.347 3.593
35 F -0.841 -2.867 4.143
36 S -0.969 -2.380 1.573
37 O -0.092 -3.529 1.525
38 O -2.004 -2.390 0.625
39 N 0.035 -1.018 1.630
40 S -0.803 0.109 0.690
41 O -0.791 -0.252 -0.680
42 O -2.065 0.379 1.292
43 C 0.142 1.685 0.805
44 F 0.343 1.989 2.101
45 F 1.288 1.621 0.170
46 F -0.676 2.564 0.271
47 C -0.186 -2.863 -3.175
48 C 0.836 -3.448 -2.206
49 O 2.182 -3.246 -2.591
50 H -1.189 -2.865 -2.742
51 H -0.189 -3.442 -4.101
52 H 0.073 -1.831 -3.420
53 H 0.693 -4.547 -2.213
54 H 0.755 -3.125 -1.172
55 H 2.265 -3.400 -3.538
56 C -4.454 0.031 -0.911
57 C -5.537 -0.448 -1.853
58 O -5.897 -1.798 -1.560
59 H -4.807 -0.079 0.118
60 H -4.199 1.078 -1.087
61 H -3.546 -0.560 -1.028
62 H -5.193 -0.425 -2.891
63 H -6.433 0.167 -1.766
64 H -5.355 -2.367 -2.115
65 C 4.981 -0.039 2.784
66 C 3.840 0.739 2.217
67 O 2.554 0.281 2.835
68 H 4.971 -0.014 3.880
69 H 5.960 0.234 2.406
70 H 4.878 -1.113 2.548
71 H 3.764 0.579 1.135
72 H 3.912 1.811 2.382
73 H 2.177 1.037 3.338
74 C -3.268 4.219 -1.373
75 C -3.656 4.068 0.062
76 O -4.769 4.933 0.413
77 H -2.421 3.590 -1.644
78 H -3.049 5.252 -1.632
79 H -4.081 3.857 -2.012
80 H -2.843 4.291 0.756
81 H -3.937 3.030 0.298
82 H -5.579 4.450 0.222
83 C -6.322 -4.742 0.018
84 C -5.044 -4.066 0.453
85 O -4.076 -4.123 -0.585
86 H -6.802 -4.086 -0.715
87 H -7.054 -4.743 0.830
88 H -6.148 -5.736 -0.384
89 H -4.628 -4.478 1.393
90 H -5.285 -3.041 0.775
91 H -3.380 -3.504 -0.334
92 C 2.108 -6.284 0.508
93 C 3.534 -5.983 0.116
94 O 3.598 -5.240 -1.112
95 H 2.033 -6.949 1.372
96 H 1.552 -6.703 -0.335
97 H 1.564 -5.367 0.760
98 H 4.106 -6.911 -0.011
99 H 4.026 -5.356 0.860
100 H 3.088 -5.718 -1.774
101 C 4.316 3.750 -0.727
102 C 4.562 4.517 0.555
103 O 5.418 5.643 0.411
104 H 5.262 3.294 -1.061
105 H 3.950 4.290 -1.594
106 H 3.697 2.872 -0.520
107 H 4.948 3.808 1.309
108 H 3.612 4.856 0.971
109 H 6.308 5.287 0.325
110 C -5.959 1.878 2.892
111 C -4.613 2.500 3.226
112 O -4.658 3.920 3.234
113 H -6.733 2.420 3.437
114 H -5.978 0.816 3.140
115 H -6.194 1.997 1.829
116 H -3.832 2.131 2.555
117 H -4.374 2.199 4.250
118 H -4.709 4.234 2.317
119 C -0.955 1.156 -4.018
120 C -0.938 1.411 -5.508
121 O -2.173 0.985 -6.139
122 H 0.091 1.158 -3.679
123 H -1.266 0.135 -3.776
124 H -1.442 1.865 -3.355
125 H -0.066 0.914 -5.939
126 H -0.875 2.477 -5.708
127 H -2.021 0.138 -6.563
128 C -0.819 -6.282 4.758
129 C 0.653 -6.330 4.365
130 O 1.522 -5.877 5.412
131 H -1.482 -6.217 3.889
132 H -0.981 -5.367 5.331
133 H -1.182 -7.172 5.275
134 H 0.765 -5.676 3.501
135 H 0.939 -7.356 4.115
136 H 1.635 -6.611 6.021
137 C -0.805 0.756 5.363
138 C 0.317 1.673 5.777
139 O 1.107 1.888 4.613
140 H -0.359 -0.174 4.996
141 H -1.301 1.205 4.501
142 H -1.540 0.544 6.132
143 H 0.900 1.177 6.565
144 H -0.034 2.614 6.202
145 H 1.646 2.673 4.767



[2]
ORCA calculation (wB97M-V/def2-TZVPD) on the molecule ClH2O2PS2 in a non-equilibrium geometry.

HOMO energy = -0.3427 hartree
orbital gap = 0.2250 hartree
net charge = 0
structure (SMILES) = OP(O)(=S)SCl
ΔE to the lowest compared entry with this formula, charge and spin = 1.901 eV

Atoms and positions in Å:
1 O 0.183 -0.095 0.660
2 P -0.638 -0.784 -0.449
3 O 0.582 -0.945 -1.426
4 S -1.455 -2.527 0.181
5 S -1.856 0.901 -1.218
6 Cl -3.586 0.668 0.601
7 H -0.250 0.460 1.235
8 H 0.377 -1.546 -2.051